Entry 1:
The following is a DFT calculation (the ωB97M-V functional and the def2-TZVPD basis) of 3 unconnected molecules or ions with the total composition CClNO2S2 in a non-equilibrium geometry.

```
! wB97M-V def2-TZVPD RIJCOSX def2/J DEFGRID3
* xyz -2 1
C -4.30480 0.82408 -0.18297
N -3.19528 0.81459 -0.53497
O -0.29487 -2.00886 -0.58178
O -0.09478 -0.46650 1.28704
S -5.84960 0.86891 0.28974
S -0.48007 -0.64863 -0.09988
Cl 14.21940 0.61642 -0.17718
*
```

Atomic partial charges in e from the Mulliken method, atoms 1 to 5:
1 C 0.0904
2 N -0.4811
3 O -0.4226
4 O -0.3987
5 S -0.5563


Entry 2:
The following is a DFT calculation (the ωB97M-V functional and the def2-TZVPD basis) of C4H3N3 in the gas phase in a non-equilibrium geometry.

```
! wB97M-V def2-TZVPD RIJCOSX def2/J DEFGRID3
* xyz 0 1
C 2.11605 0.04147 -0.65348
C 0.14770 -0.60264 0.42581
C -1.21525 -0.35486 0.68017
C 0.73950 0.14108 -0.53054
N 3.23790 -0.06826 -0.84065
N -1.78506 0.56720 0.01126
N -2.24606 1.44145 -0.52067
H 0.79143 -1.20901 1.07643
H -1.92213 -0.90716 1.26966
H 0.13592 0.95071 -0.91799
*
```

Atomic partial charges in e from the Mulliken method, atoms 1 to 5:
1 C 0.2309
2 C -0.1095
3 C -0.2243
4 C -0.4563
5 N -0.4355


Entry 3:
The following is a DFT calculation (the ωB97M-V functional and the def2-TZVPD basis) of a molecular structure, C38H53BBrCl5F6I2KLiN7NaO7PS3 in a non-equilibrium geometry.

```
! wB97M-V def2-TZVPD RIJCOSX def2/J DEFGRID3
* xyz 1 1
C 1.01894 0.97299 4.07713
C -0.47039 0.80099 3.65515
I -1.77077 1.21542 5.41320
C -0.98466 0.46757 2.32838
I -3.21124 0.62237 2.44182
N -0.14043 0.17084 1.12747
O 0.91844 0.98420 1.07344
C 1.11493 2.34144 1.13326
C 0.14266 3.47773 1.67940
C 1.11448 4.78835 1.87176
O -0.90443 3.94071 0.80139
C -0.86905 0.48507 -0.20760
N -2.14134 -0.16356 -0.45195
C -0.00359 0.22924 -1.54876
C -0.99119 -0.23250 -2.78555
C -1.04860 -1.74670 -3.11285
C -2.02536 -2.19712 -4.26770
C -2.81335 -1.03853 -4.98819
C -2.58071 0.40208 -4.46640
N -1.73013 0.82366 -3.40121
P 0.81032 1.72794 -2.39185
C -0.10955 3.33669 -2.22098
C 2.67075 1.81470 -2.21951
O 0.96597 -0.80402 -1.50473
C 1.40077 -1.36078 -0.30539
Br 1.79126 -3.28565 -0.92692
N 2.81905 -0.85092 -0.06834
C 3.67753 -1.47241 -0.88422
S 4.79664 -1.64765 -2.10129
C 0.44911 -1.25727 1.04111
C 1.55044 -1.62244 2.17487
C 1.02708 -2.27485 3.54279
F 2.13047 -2.26187 4.51307
C -0.52674 -2.49011 1.02559
C -1.77652 -2.68878 1.98655
C -3.21689 -2.82704 1.23374
S -4.40784 -3.56917 2.47873
C -6.08770 -3.38123 1.72041
S -6.96907 -4.77625 1.36186
N -6.58889 -2.03150 1.44152
C -7.41295 -1.22367 2.32438
C -7.69807 0.10228 1.54982
N -7.02078 0.06241 0.25872
C -6.36131 -1.23121 0.25542
H 1.09229 1.95613 4.72976
H 1.29553 0.12405 4.84616
H 1.86978 1.04916 3.33229
H 1.49574 2.78636 0.12591
H 2.07210 2.52093 1.78246
H -0.31315 3.33399 2.71283
H 0.50281 5.58582 2.44719
H 2.05577 4.54967 2.47255
H 1.41458 5.20537 0.83442
H -0.85373 4.92761 0.73965
H -1.14477 1.61305 -0.26639
H -2.88164 0.40647 -0.86341
H -2.20284 -1.15723 -0.59649
H -0.47686 -2.57828 -2.59028
H -2.10856 -3.29496 -4.55227
H -3.50290 -1.32115 -5.85052
H -3.17042 1.23381 -5.00791
H -1.15167 3.25877 -1.72273
H -0.29320 3.78821 -3.26433
H 0.44233 4.15697 -1.62124
H 3.09366 2.26119 -1.25709
H 3.10090 0.76352 -2.44137
H 3.07113 2.47949 -3.08086
H 2.22202 -2.47993 1.77044
H 2.29464 -0.79537 2.40490
H 0.04784 -1.88029 3.95941
H 0.84779 -3.40334 3.34573
H 0.12133 -3.42346 1.27209
H -0.90429 -2.73940 -0.04506
H -1.72253 -3.73858 2.49662
H -1.83523 -2.00690 2.91174
H -3.60932 -1.84242 0.82071
H -3.17532 -3.56856 0.35328
H -7.76542 -1.55826 3.35291
H -8.34407 0.93395 1.98443
H -5.77509 -1.48401 -0.70297
Cl 6.71339 -2.34973 -0.65712
B -9.88957 -4.45822 3.68560
F -8.97988 -3.37648 3.94430
F -10.53775 -4.24856 2.42279
F -9.15536 -5.69386 3.63884
F -10.86752 -4.52306 4.72402
C -1.15639 7.46888 -1.14205
Cl -2.02993 7.28494 0.39558
Cl -1.83090 6.34472 -2.33962
Cl -1.33102 9.13475 -1.73005
Cl 0.56630 7.10778 -0.89170
O -8.87835 3.49117 1.09002
H -8.87557 4.13271 0.36937
H -8.56002 2.67762 0.67891
K 3.11588 0.48525 5.43619
F -4.36623 2.49771 3.70914
Na 2.24127 -5.21928 0.20813
C 10.60739 -0.66686 3.22773
C 10.12908 0.34572 2.40080
C 8.78748 0.70663 2.44654
C 7.93250 0.04813 3.32974
C 8.40397 -0.97220 4.15519
C 9.74665 -1.32775 4.10008
N 6.52614 0.44147 3.39898
O 6.14247 1.32500 2.64963
O 5.80524 -0.13669 4.21146
H 11.65717 -0.94205 3.19290
H 10.80436 0.85579 1.72208
H 8.42766 1.49698 1.79699
H 7.74478 -1.49276 4.84124
H 10.12488 -2.11807 4.73979
Li -8.20403 -6.77346 0.70003
C 1.46398 -0.26818 -5.05167
C 1.98421 -1.51129 -5.75092
O 1.63455 -1.57800 -7.12811
C 2.10809 -0.51920 -7.94994
C 3.62157 -0.39848 -7.97538
H 0.37662 -0.20451 -5.14296
H 1.72565 -0.29204 -3.99148
H 1.88179 0.64568 -5.47819
H 1.54411 -2.39361 -5.27712
H 3.06953 -1.60732 -5.63190
H 1.64157 0.42648 -7.65392
H 1.75478 -0.73130 -8.96264
H 4.02981 -0.17338 -6.98766
H 3.92888 0.40146 -8.65382
H 4.07423 -1.33634 -8.30997
*
```

Atomic partial charges in e from the Mulliken method, atoms 1 to 5:
1 C -1.9417
2 C -1.6613
3 I 0.1448
4 C 0.4864
5 I 0.4791


Entry 4:
The following is a DFT calculation (the ωB97M-V functional and the def2-TZVPD basis) of a molecular structure, C56H50ClN7O2P2RbS.

```
! wB97M-V def2-TZVPD RIJCOSX def2/J DEFGRID3
* xyz 1 1
Rb 0.13551 0.17066 0.22656
O -2.46355 -0.94025 -1.55894
N -2.44931 -1.80836 -0.45984
C -3.59929 -2.25393 -0.16455
C -3.74295 -3.13979 1.00705
C -4.70732 -4.13714 0.92788
C -4.86882 -5.05992 1.95209
C -4.06479 -4.97232 3.07224
C -3.12644 -3.95175 3.17817
C -2.95174 -3.02051 2.16417
P -1.85807 -1.54306 2.36964
C -3.21891 -0.34630 2.67966
C -4.18751 -0.55067 3.66265
C -5.21754 0.35641 3.83970
C -5.31133 1.47329 3.01909
C -4.37258 1.67710 2.02189
C -3.33186 0.77021 1.85481
C -1.13017 -1.81967 4.02522
C -1.30741 -0.98489 5.12313
C -0.58594 -1.18901 6.29210
C 0.31392 -2.23714 6.38595
C 0.49791 -3.08119 5.29801
C -0.20604 -2.86308 4.12829
H -1.52797 -0.91201 -1.80391
H -4.46769 -2.02393 -0.78022
H -5.32740 -4.19902 0.04336
H -5.61703 -5.83548 1.87109
H -4.17602 -5.68077 3.88157
H -2.54035 -3.87598 4.08436
H -4.13548 -1.43201 4.28951
H -5.95732 0.18780 4.60944
H -6.12335 2.17388 3.15090
H -4.45396 2.53542 1.36906
H -2.60093 0.94720 1.07776
H -2.00958 -0.16437 5.07512
H -0.73602 -0.52802 7.13465
H 0.86783 -2.39866 7.29966
H 1.19234 -3.90837 5.36434
H -0.04978 -3.52367 3.28125
Cl 1.73199 1.14586 -2.13338
C 1.17749 2.07259 -3.51710
C 2.06652 2.25238 -4.56000
C 1.65496 2.97707 -5.66850
C 0.37408 3.50389 -5.71485
C -0.49746 3.31334 -4.65476
C -0.11423 2.59422 -3.52462
P -1.22880 2.26472 -2.10745
C -0.77838 3.61477 -0.95367
C -1.65164 3.85876 0.10498
C -1.38788 4.85344 1.02699
C -0.22573 5.60650 0.91941
C 0.66075 5.35740 -0.11522
C 0.38381 4.37023 -1.05206
C -2.83964 2.84650 -2.72657
C -3.72083 1.87938 -3.20435
C -4.94941 2.24911 -3.73186
C -5.31157 3.58655 -3.77104
C -4.44412 4.55553 -3.28372
C -3.21379 4.18872 -2.76615
H 3.05745 1.82798 -4.50313
H 2.33706 3.12309 -6.49368
H 0.05018 4.06532 -6.57898
H -1.49631 3.72441 -4.70645
H -2.56144 3.27708 0.19361
H -2.08731 5.04114 1.83060
H -0.01889 6.39101 1.63407
H 1.56318 5.94508 -0.21048
H 1.07429 4.20644 -1.86988
H -3.44937 0.83283 -3.15003
H -5.62570 1.49188 -4.10390
H -6.27103 3.87603 -4.17596
H -4.72607 5.59906 -3.31065
H -2.54109 4.94994 -2.38964
S 6.13535 -0.86016 4.56257
C 4.83602 -0.63338 3.36723
C 3.74224 -1.48453 3.35829
C 2.73655 -1.25656 2.43209
N 2.75927 -0.26874 1.54584
C 3.81235 0.54439 1.56518
C 4.86564 0.41035 2.45230
C 7.47155 -1.21398 3.43587
C 8.36120 -0.22204 3.05441
C 9.38283 -0.55633 2.17618
N 9.55898 -1.77461 1.68251
C 8.70836 -2.71875 2.06774
C 7.65460 -2.49582 2.94043
H 3.67012 -2.30076 4.06208
H 1.85947 -1.89379 2.41889
H 3.80850 1.35055 0.84200
H 5.69128 1.10700 2.43257
H 8.27052 0.78372 3.43874
H 10.09320 0.19614 1.85741
H 8.87764 -3.70827 1.66190
H 6.99423 -3.30092 3.22916
N 1.58640 -4.59089 -1.55454
C 1.45800 -3.57522 -0.65844
N 0.97910 -2.48089 -1.17234
C 0.78055 -2.77914 -2.51301
C 0.30582 -1.97361 -3.54906
C 0.20292 -2.53340 -4.80407
C 0.56955 -3.86846 -5.04067
C 1.05262 -4.67601 -4.03301
C 1.15130 -4.10378 -2.76940
H 1.93654 -5.51331 -1.36176
H 1.73636 -3.70344 0.37376
H 0.05299 -0.93355 -3.38130
H -0.15945 -1.93469 -5.62746
H 0.47561 -4.26996 -6.03923
H 1.33991 -5.70038 -4.22241
C -1.56621 3.14869 5.09428
N -1.25962 2.47088 3.85698
C -0.10926 2.59061 3.15616
N 0.83947 3.42942 3.66448
O 0.09419 1.95838 2.12160
H -2.58364 2.89323 5.38263
H -1.52334 4.23640 4.98385
H -0.89556 2.84571 5.90201
H -1.93715 1.84162 3.45619
H 0.63096 4.08330 4.39583
H 1.60328 3.64315 3.04778
*
```

Atomic partial charges in e from the Mulliken method, atoms 1 to 5:
1 Rb 2.4046
2 O 0.0396
3 N -0.1812
4 C -0.8413
5 C 0.5691


Entry 5:
The following is a DFT calculation (the ωB97M-V functional and the def2-TZVPD basis) of 12 unconnected molecules or ions with the total composition C35H92N8O19 in a non-equilibrium geometry.

Calculated values
* structure (SMILES): CC1(C)CCCC(C)(C)N1O.CC1(C)CCCC(C)(C)N1O.NC(N)=O.NC(N)=O.NC(N)=O.OCCO.OCCO.OCCO.OCCO.OCCO.OCCO.OCCO

```
! wB97M-V def2-TZVPD RIJCOSX def2/J DEFGRID3
* xyz 0 1
C -3.57411 6.68517 2.13066
C -2.31036 6.74149 1.22262
C -2.54255 5.69257 0.09471
C -2.09230 8.19358 0.52452
C -1.59371 9.28280 1.47697
C -0.31117 8.81015 2.14513
C -0.46152 7.45278 2.88038
C 1.07455 7.16533 3.40680
C -1.27689 7.71844 4.11149
N -1.03432 6.48935 1.90355
O -0.72509 5.13236 2.24169
H -3.73843 7.41422 2.92413
H -4.49240 6.55077 1.55902
H -3.44724 5.80884 2.76631
H -1.66023 5.54259 -0.52748
H -2.62440 4.71708 0.57410
H -3.39479 5.81779 -0.57320
H -1.43864 8.03123 -0.33250
H -3.06826 8.46642 0.12309
H -1.30944 10.04741 0.75401
H -2.20273 9.94061 2.09704
H 0.10179 9.61771 2.74962
H 0.40069 8.53382 1.36731
H 1.74579 7.08423 2.55184
H 1.00585 6.15337 3.80595
H 1.43223 7.85245 4.17364
H -0.59201 8.25683 4.76661
H -1.77856 6.77490 4.32634
H -2.13074 8.39420 4.06260
H -0.08437 4.83792 1.59025
C -2.43559 -5.24441 1.82681
C -3.98967 -5.38287 2.22704
C -4.28218 -4.17937 3.14649
C -4.91316 -5.24951 0.92056
C -4.96599 -6.55551 0.10539
C -5.24611 -7.73884 1.00190
C -4.38338 -7.86253 2.29153
C -5.03306 -8.91681 3.18681
C -2.87242 -8.21425 1.99476
N -4.45169 -6.49988 2.96950
O -3.97783 -6.69141 4.29014
H -2.09348 -4.21020 1.78846
H -1.89359 -5.69582 2.65781
H -2.15206 -5.71297 0.88439
H -4.17027 -4.28963 4.22511
H -3.98862 -3.20600 2.75345
H -5.32976 -3.88041 3.11042
H -5.94876 -5.05995 1.20287
H -4.66063 -4.46693 0.20509
H -5.71517 -6.60919 -0.68452
H -3.96857 -6.72793 -0.29898
H -5.04774 -8.63043 0.40708
H -6.28304 -7.72052 1.33738
H -4.57899 -9.39831 4.05287
H -5.13325 -9.70924 2.44511
H -5.98798 -8.66168 3.64629
H -2.64535 -9.27970 2.03140
H -2.27106 -7.78315 2.79515
H -2.58004 -7.98722 0.96954
H -4.47879 -6.02265 4.76279
N 2.02041 -5.15175 0.94112
C 2.28101 -6.46632 0.94798
N 1.60683 -7.18788 0.08354
O 3.07005 -6.99466 1.76183
H 1.45699 -4.77122 0.19422
H 2.76137 -4.59391 1.34095
H 0.86624 -6.68418 -0.38329
H 1.75453 -8.18701 0.08597
N -0.79274 3.80896 -5.72563
C -0.84311 2.72661 -6.40903
N -1.83282 2.71428 -7.25912
O 0.08982 1.97759 -6.51275
H -1.65516 4.33359 -5.75887
H -0.02527 4.12132 -5.14811
H -1.82349 1.93099 -7.89667
H -2.60407 3.35854 -7.15805
N 5.04655 3.13953 4.23459
C 4.72952 2.15743 5.01080
N 5.49979 2.01562 6.05338
O 3.77766 1.41301 4.76728
H 5.73248 3.79425 4.58236
H 4.26700 3.43282 3.66329
H 5.22645 1.34430 6.75674
H 5.92136 2.88529 6.34671
O 2.05131 -6.94779 -7.19976
C 1.77964 -6.06932 -6.04630
C 2.34374 -4.63794 -6.12215
O 2.46641 -4.02485 -4.81364
H 2.99443 -7.08601 -7.31388
H 0.74435 -6.05570 -5.70556
H 2.12821 -6.53867 -5.12635
H 1.73925 -3.95195 -6.71552
H 3.29851 -4.51625 -6.63373
H 2.70171 -3.09712 -4.73909
O -3.17427 1.02822 6.41414
C -2.50750 1.49696 5.24772
C -1.17036 0.69628 4.98265
O -1.32481 -0.73834 4.94892
H -3.52411 0.15141 6.23978
H -3.27738 1.25694 4.51438
H -2.33173 2.56807 5.34728
H -0.41611 0.98670 5.71400
H -0.71708 1.03368 4.05055
H -1.19957 -0.95914 4.02309
O 0.86566 -0.22504 0.80549
C 1.11089 -0.04799 -0.54977
C 0.94255 1.51871 -0.83571
O 1.80067 2.39977 -0.04629
H 1.45603 0.42919 1.18635
H 2.12117 -0.43077 -0.69439
H 0.24819 -0.55107 -0.98653
H -0.06457 1.69129 -0.45619
H 1.03440 1.65139 -1.91370
H 2.15305 3.00870 -0.69947
O 3.65300 0.15378 -4.95807
C 4.61921 0.02633 -5.95168
C 5.41408 1.35864 -6.16939
O 4.60415 2.44132 -6.31012
H 3.06609 0.79574 -5.36429
H 5.36282 -0.61710 -5.48140
H 4.19499 -0.37499 -6.87205
H 6.06203 1.23972 -7.03780
H 5.98770 1.66625 -5.29507
H 4.46906 2.59813 -7.24754
O 5.26872 6.45824 -1.49516
C 3.97058 6.83355 -1.89781
C 3.81647 6.35886 -3.33350
O 3.27651 4.99770 -3.28242
H 5.65505 7.21212 -1.04348
H 3.27097 6.36681 -1.20441
H 3.79797 7.90637 -1.98358
H 4.71736 6.39408 -3.94608
H 2.99044 6.91928 -3.77136
H 3.67986 4.49942 -3.99699
O -2.69460 -3.36342 -3.33943
C -3.16829 -2.17918 -4.02535
C -4.76148 -1.99313 -4.11400
O -5.30038 -2.88464 -5.06940
H -2.65476 -4.18157 -3.84006
H -2.69338 -1.33637 -3.52312
H -2.72703 -2.22689 -5.02090
H -5.00663 -0.98103 -4.43595
H -5.19343 -2.08662 -3.11762
H -6.20033 -3.10997 -4.82256
O 4.64582 -2.40262 3.04527
C 5.87355 -2.19673 2.38870
C 6.48635 -3.47046 1.73973
O 6.65933 -4.45339 2.70974
H 4.51378 -1.87082 3.83352
H 5.60020 -1.59554 1.52156
H 6.48486 -1.59014 3.05688
H 7.46212 -3.30044 1.28469
H 5.77957 -3.88697 1.02203
H 5.81505 -4.90058 2.80358
*
```

Atomic partial charges in e from the Mulliken method, atoms 1 to 5:
1 C -1.6671
2 C 1.3624
3 C -1.8913
4 C -1.0423
5 C -0.5948


Entry 6:
The following is a DFT calculation (the ωB97M-V functional and the def2-TZVPD basis) of a molecular structure, C6H13O4P2S in a non-equilibrium geometry.

```
! wB97M-V def2-TZVPD RIJCOSX def2/J DEFGRID3
* xyz -1 1
C -3.85748 0.96968 -0.41116
C -2.38005 1.20052 -0.89871
C -1.54590 0.30019 -0.03997
C -0.23943 0.08284 -0.82687
C 1.57555 0.17963 1.06033
C 0.83255 -0.71969 0.05398
O 2.42832 2.45924 0.16138
O -4.24055 0.19935 0.45907
O 4.01519 0.89457 1.17096
O 3.20286 0.32473 -1.01309
P -0.06581 -2.09206 0.94956
P 2.05730 -1.63703 -1.15343
S 2.87385 1.05312 0.29165
H -4.62447 1.34976 -1.07990
H -1.94949 2.19000 -1.06559
H -2.53446 0.78732 -1.90194
H -1.28837 0.70816 0.93175
H -1.97002 -0.62249 0.09387
H -0.20447 -0.53010 -1.80620
H 0.22150 1.10187 -1.00730
H 2.07201 -0.50191 1.81217
H 0.98649 0.86140 1.53186
H -0.62249 -1.37361 2.04249
H 1.20562 -2.26476 1.72083
H 1.03404 -2.78605 -0.79935
H 3.01769 -2.13467 -0.27636
*
```

Atomic partial charges in e from the Mulliken method, atoms 1 to 5:
1 C -0.0723
2 C -0.7066
3 C -0.6423
4 C -0.7232
5 C -1.0612


Q: Which highest occupied orbital energy values were calculated for the entries above? A: -2.530 -8.666 -8.679 -10.186 -7.986 -5.015, in eV.
Q: Which lowest unoccupied orbital energy values were calculated for the entries above? A: 0.1166 -0.0036 -0.1601 -0.0594 0.0003 0.1075, in hartree.
Q: Which DFT total energy values were calculated for the entries above? A: -40817.6577 -8663.8606 -293579.8129 -115997.2496 -88600.0946 -44034.6237, in eV.